Entry 1:
C2H11N2O2 | wB97M-V/def2-TZVPD

Last column: natural (NBO) charge in e.
Element x y z (Å)
C1 0.35 -1.48 -0.60  -0.46
N1 -0.61 1.69 0.79  -0.78
C2 0.25 0.82 0.22  0.44
N2 0.11 -0.48 0.40  -0.49
H1 -0.44 -2.23 -0.60  0.24
H2 0.29 -1.09 -1.62  0.24
H3 1.37 -1.86 -0.62  0.25
H4 -1.58 1.38 0.96  0.46
H5 -0.15 2.31 1.45  0.42
H6 0.92 1.07 -0.59  0.20
H7 0.05 -0.79 1.36  0.44
H8 3.48 -0.16 -1.21  0.48
H9 2.83 0.33 -2.55  0.48
O1 2.90 -0.41 -1.94  -0.96
H10 -3.41 -0.06 0.83  0.49
H11 -3.49 0.73 2.13  0.50
O2 -2.88 0.24 1.57  -0.96

Its multiplicity is 1. The calculation puts the frontier orbital gap at 10.293 eV. As for the net charge: +1. For the energy above the lowest of the compared OMol25 structures with the same formula, charge and spin, the calculation gives 1.862 eV.

=====

Entry 2:
C2H11N2O2Sn | wB97M-V/def2-TZVPD

Last column: natural (NBO) charge in e.
Element x y z (Å)
C1 1.14 -1.75 -1.47  -1.20
Sn1 1.08 -0.50 0.28  0.97
N1 -0.45 1.37 1.82  -1.10
N2 -0.98 -1.43 0.79  -1.34
H1 -1.03 1.59 1.01  0.38
H2 1.56 0.34 1.71  -0.29
H3 2.08 -1.47 -1.96  0.21
H4 0.29 -1.59 -2.14  0.21
H5 1.21 -2.80 -1.16  0.21
H6 -1.70 -0.76 0.50  0.37
H7 -1.07 -1.61 1.79  0.31
H8 -1.15 -2.31 0.29  0.37
H9 -1.04 1.11 2.62  0.36
H10 0.07 2.21 2.08  0.36
O1 -0.99 2.47 -2.06  -0.65
C2 0.00 1.94 -1.57  0.66
O2 -0.06 0.81 -0.88  -0.88
H11 1.03 2.39 -1.65  0.08

Its multiplicity is 1. The calculation puts the frontier orbital gap (alpha / beta) at 3.500 / 4.358 eV. As for the net charge: -1.

=====

| no. | total energy (Eh) |
| --- | --- |
| 1 | -342.5200 |
| 2 | -556.9729 |